No. 1
Here is a gas-phase ion, C5H13O (charge +1) from OMol25. Energies are from the ωB97M-V functional and the def2-TZVPD basis.

The HOMO energy is -16.29 eV. The strongest force on any atom is 0.082 Eh/bohr. The calculated total energy comes out at -7433.836 eV.

Structure (ORCA input):
```
! wB97M-V def2-TZVPD RIJCOSX def2/J DEFGRID3
* xyz 1 1
C -1.2190 1.2776 -0.4965
C -1.7139 -0.9442 0.4040
C 1.2317 -0.9806 -0.9306
C 1.8151 0.5399 0.8053
C -0.7778 0.3027 0.4841
O 0.8473 -0.3694 0.3466
H -0.5392 1.4019 -1.4062
H -1.4356 2.2911 -0.2237
H -2.0990 0.9767 -0.9627
H -1.3310 -1.8933 0.8983
H -1.8070 -1.1629 -0.6337
H -2.6189 -0.5394 0.7535
H 1.0367 -0.3049 -1.7737
H 2.2314 -1.4497 -0.8498
H 0.5811 -1.8761 -0.9575
H 2.3101 1.1945 0.0949
H 1.3933 1.0288 1.7127
H 2.7713 -0.0079 1.1858
H -0.6767 0.5152 1.5494
*
```


No. 2
Here is a single C17H21ClN6O3 molecule from OMol25. Energies are from the ωB97M-V functional and the def2-TZVPD basis.

The HOMO energy is -8.51 eV. The strongest force on any atom is 0.031 Eh/bohr. The calculated total energy comes out at -45576.269 eV.

Structure (ORCA input):
```
! wB97M-V def2-TZVPD RIJCOSX def2/J DEFGRID3
* xyz 0 1
C -0.3748 1.9902 -0.2967
C -0.6327 0.5329 0.0042
O -0.2438 -0.0223 1.0100
N -1.2741 -0.1256 -0.9972
C -1.8702 -1.4497 -0.8540
C -1.0114 -2.3375 -0.0214
N -1.4284 -3.0931 0.9683
N -0.3948 -3.8311 1.3431
N 0.6251 -3.5870 0.6390
N 0.2912 -2.6470 -0.2520
C 1.2306 -2.1403 -1.2126
C 2.6223 -2.0385 -0.5820
O 2.6178 -1.2163 0.5699
C 2.5366 0.1165 0.3625
O 2.5263 0.6271 -0.7319
N 2.5073 0.7436 1.5653
C 2.3786 2.1096 1.8067
C 1.9041 2.5236 3.0501
C 1.7746 3.8675 3.3406
C 2.1232 4.8089 2.3845
Cl 1.9581 6.4934 2.7416
C 2.6047 4.4123 1.1474
C 2.7365 3.0667 0.8601
C -2.0757 -2.0738 -2.2617
C -3.5777 -2.3452 -2.3876
C -4.2215 -1.3229 -1.4564
C -3.2893 -1.3397 -0.2505
H -1.1794 2.4332 -0.8772
H 0.5560 2.0617 -0.8579
H -0.2485 2.5336 0.6356
H -1.6693 0.4297 -1.7411
H 1.2822 -2.8179 -2.0724
H 0.8987 -1.1550 -1.5454
H 3.3197 -1.6383 -1.3261
H 2.9467 -3.0176 -0.2271
H 2.3224 0.1297 2.3476
H 1.6268 1.7856 3.7875
H 1.4033 4.1849 4.3021
H 2.8797 5.1527 0.4131
H 3.1105 2.7535 -0.1001
H -1.4951 -2.9873 -2.3867
H -1.7455 -1.3653 -3.0231
H -3.9220 -2.2590 -3.4170
H -3.8033 -3.3503 -2.0310
H -5.2433 -1.5857 -1.1914
H -4.2313 -0.3359 -1.9241
H -3.3757 -0.4563 0.3798
H -3.4750 -2.2180 0.3659
*
```


No. 3
Here is a single C6H10O molecule from OMol25. Energies are from the ωB97M-V functional and the def2-TZVPD basis.

The HOMO energy is -8.37 eV. The strongest force on any atom is 0.007 Eh/bohr. The calculated total energy comes out at -8430.225 eV.

Structure (ORCA input):
```
! wB97M-V def2-TZVPD RIJCOSX def2/J DEFGRID3
* xyz 0 1
C 1.8436 0.0789 0.5800
C 0.5371 0.3092 -0.1429
C 0.1752 1.5194 -0.5772
O 0.8289 2.6945 -0.3585
C -0.3402 -0.8739 -0.3897
C -1.3335 -1.3435 0.6466
C -1.8150 -0.7188 -0.6308
H 1.7483 0.1313 1.6730
H 2.6101 0.8029 0.2715
H 2.2412 -0.9143 0.3414
H -0.7103 1.6788 -1.1842
H 1.5015 2.5565 0.3199
H 0.1415 -1.6821 -0.9422
H -1.4308 -0.7552 1.5550
H -1.4723 -2.4126 0.7806
H -2.2824 -1.3480 -1.3823
H -2.2429 0.2768 -0.5602
*
```


No. 4
Here is 11 unconnected molecules or ions with the total composition C23H33F6N5O28 from OMol25. Energies are from the ωB97M-V functional and the def2-TZVPD basis.

The HOMO energy is -10.99 eV. The strongest force on any atom is 0.155 Eh/bohr. The calculated total energy comes out at -105450.860 eV.

Structure (ORCA input):
```
! wB97M-V def2-TZVPD RIJCOSX def2/J DEFGRID3
* xyz 0 1
O 7.6456 3.8434 -6.9110
C 6.5937 4.0344 -6.3040
O 6.2741 3.3809 -5.1817
C 5.0000 3.8397 -4.6481
C 4.3545 4.1509 -5.8936
F 3.4380 5.1571 -5.6761
O 5.4299 4.6106 -6.7372
H 4.4509 3.0848 -4.0853
H 5.2328 4.7218 -4.0516
H 3.8977 3.2642 -6.3331
O 4.3855 -5.8001 -2.3636
C 3.9361 -5.0141 -3.3193
O 2.6889 -5.0464 -3.8758
C 2.7289 -4.4258 -5.0817
C 3.7043 -3.3479 -4.7641
F 3.1252 -2.2159 -4.4647
O 4.5981 -3.8853 -3.7447
H 3.2161 -4.8926 -5.9378
H 1.7511 -4.0322 -5.3595
H 4.3191 -3.2259 -5.6559
O -8.1404 1.4714 1.3407
C -8.0603 1.5589 2.5722
O -7.4609 0.7310 3.2993
C -6.9557 1.2416 4.5630
C -8.1069 2.1695 4.6620
F -7.7708 3.2997 5.3488
O -8.4950 2.4906 3.2799
H -6.8866 0.4910 5.3504
H -5.9537 1.6118 4.3463
H -8.9882 1.8832 5.2359
O -3.2627 -5.9330 -2.3627
C -4.0568 -5.6236 -1.4525
O -3.9827 -4.5406 -0.7212
C -4.7210 -4.7015 0.4091
C -5.6538 -5.8383 0.1557
F -6.7851 -5.2810 -0.3946
O -5.0267 -6.4516 -1.0054
H -4.1174 -4.7767 1.3135
H -5.2961 -3.7789 0.4885
H -5.9328 -6.4937 0.9808
O -1.1071 1.1189 2.5887
C -0.3280 0.3448 2.0453
O -0.7755 -0.8097 1.4420
C 0.3053 -1.3632 0.7806
C 1.1907 -0.2469 0.4916
F 0.8634 0.2943 -0.6040
O 0.8066 0.6822 1.5295
H 0.9964 -2.0367 1.2875
H -0.0408 -1.6763 -0.2044
H 2.2691 -0.4014 0.4565
O -3.5296 6.2970 -3.1976
C -4.0178 6.0293 -2.0754
O -3.3844 5.5375 -1.0526
C -4.2411 5.4733 0.0511
C -5.6061 5.7406 -0.5428
F -6.2193 6.4454 0.4113
O -5.2908 6.3594 -1.7784
H -4.1965 4.4826 0.5034
H -3.9223 6.2727 0.7200
H -6.1713 4.8295 -0.7393
C -0.2878 5.6961 5.8857
N 0.0476 6.8876 5.0858
O -0.8036 7.3401 4.3727
O 1.1790 7.3843 5.1530
H -0.7238 6.0513 6.8195
H 0.5638 5.0168 5.8484
H -1.0547 5.1924 5.2972
C 4.3976 0.0238 5.0536
N 4.2848 -1.4905 5.0823
O 3.9372 -2.0220 4.0236
O 4.8184 -2.0593 6.0046
H 5.0266 0.2330 4.1883
H 4.8175 0.4447 5.9671
H 3.4376 0.4617 4.7802
C 1.7436 -7.5124 3.0804
N 0.6723 -7.1002 3.9934
O 0.3367 -5.9123 4.0395
O 0.0232 -7.9475 4.4878
H 1.8238 -8.5528 2.7654
H 2.5367 -6.9872 3.6125
H 1.5616 -7.0623 2.1045
C -3.0346 0.4979 -4.4207
N -2.2533 -0.0934 -5.5127
O -2.1617 -1.3625 -5.5555
O -1.8973 0.6650 -6.4492
H -3.6029 1.3467 -4.8011
H -2.3265 0.9218 -3.7085
H -3.6362 -0.2694 -3.9336
C 9.0430 -1.3026 -0.6027
N 8.5586 0.0297 -0.0729
O 9.2785 0.8087 0.5056
O 7.4145 0.3696 -0.4110
H 9.1254 -1.7473 0.3890
H 10.0435 -1.1215 -0.9957
H 8.3930 -1.9323 -1.2103
*
```


No. 5
Here is a molecular structure, ClFePt from OMol25. Energies are from the ωB97M-V functional and the def2-TZVPD basis.

The HOMO energy (alpha / beta) is -34.47 / -33.29 eV. The strongest force on any atom is 0.047 Eh/bohr. The calculated total energy comes out at -50086.648 eV.

Structure (ORCA input):
```
! wB97M-V def2-TZVPD RIJCOSX def2/J DEFGRID3
* xyz 4 8
Fe 1.7093 1.2963 -1.2733
Pt -1.5730 -1.2313 1.6736
Cl -0.1362 -0.0650 -0.4003
*
```


No. 6
Here is 3 unconnected molecules or ions with the total composition C31H39O14P2 from OMol25. Energies are from the ωB97M-V functional and the def2-TZVPD basis.

The HOMO energy is -3.54 eV. The strongest force on any atom is 0.030 Eh/bohr. The calculated total energy comes out at -80018.494 eV.

Structure (ORCA input):
```
! wB97M-V def2-TZVPD RIJCOSX def2/J DEFGRID3
* xyz -1 1
C 5.2860 -2.9940 1.6480
C 4.2837 -2.1906 1.2925
P 3.6360 -1.6858 -0.4559
C 5.3812 -1.5124 -1.2112
C 5.7469 -0.2079 -1.9017
O 7.0245 -0.3530 -2.5749
C 3.6336 0.1903 0.2277
C 2.4219 0.6039 0.9581
O 1.8017 0.0124 1.7857
O 2.0176 1.9855 0.6810
C 1.1896 2.1527 -0.3821
C 1.5696 3.3377 -1.2390
O 0.2224 1.4716 -0.6081
C 3.4523 -3.5383 -1.0006
C 2.1599 -4.2310 -0.5623
C 2.0300 -4.5401 0.9375
O 1.0081 -3.5752 -1.0762
C -0.1112 -4.4157 -1.3005
C -1.3176 -3.5928 -0.9145
C -1.4909 -2.3883 -1.5947
C -2.5442 -1.5534 -1.2626
C -3.4269 -1.9297 -0.2543
C -3.2553 -3.1280 0.4123
C -2.1930 -3.9745 0.0911
P 2.5154 -1.1263 -2.4029
C 3.4541 -1.6440 -3.9294
O 2.4979 0.5697 -2.6062
H 5.7137 -2.9215 2.6479
H 5.7720 -3.7037 0.9819
H 3.7003 -1.7717 2.1171
H 2.3055 -1.7977 0.0974
H 6.1918 -1.6825 -0.4963
H 5.4928 -2.3367 -1.9248
H 5.8948 0.5680 -1.1500
H 5.0272 0.1452 -2.6420
H 6.8516 -0.4960 -3.5080
H 4.4368 0.2177 0.9745
H 3.8794 0.9703 -0.4921
H 1.3639 3.1459 -2.2877
H 1.0100 4.2248 -0.9302
H 2.6233 3.5739 -1.0961
H 3.4937 -3.6818 -2.0915
H 4.2688 -4.1752 -0.6418
H 2.1800 -5.2177 -1.0628
H 1.3963 -5.4211 1.0700
H 3.0074 -4.6976 1.3873
H 1.5375 -3.6957 1.4252
H -0.1349 -4.6359 -2.3769
H -0.0563 -5.3514 -0.7370
H -0.7802 -2.1229 -2.3689
H -2.6359 -0.6106 -1.7881
H -4.2333 -1.2522 -0.0015
H -3.9148 -3.4312 1.2181
H -2.0333 -4.9024 0.6275
H 3.0622 -2.5897 -4.3110
H 3.2331 -0.9060 -4.7075
H 4.5424 -1.7239 -3.8508
H 1.5862 0.8143 -2.7846
C -8.2980 2.2672 -1.0284
C -7.8858 1.0135 -0.7958
C -6.5830 0.7219 -0.1001
O -6.2921 -0.4438 0.0932
C -5.7449 1.8371 0.2967
C -6.1519 3.0931 0.0594
C -7.4720 3.3843 -0.6090
O -7.7799 4.5516 -0.7717
O -5.4361 4.1623 0.3895
O -8.5840 -0.0578 -1.1507
H -9.2329 2.4886 -1.5233
H -4.8042 1.6071 0.7779
H -5.9771 4.9261 0.1065
H -8.0559 -0.8285 -0.8615
C -3.0328 5.1322 3.8537
C -2.7671 4.3799 2.7756
C -1.3882 3.8320 2.5076
O -1.2417 3.1487 1.5155
C -0.3207 4.1555 3.4403
C -0.5900 4.9085 4.5138
C -1.9721 5.4354 4.7943
O -2.1325 6.0997 5.8053
O 0.3323 5.2495 5.4124
O -3.6801 4.0591 1.8667
H -4.0172 5.5293 4.0580
H 0.6673 3.7694 3.2293
H -0.1342 5.7890 6.0787
H -3.2004 3.5108 1.2119
*
```